--- a ---
Entry from the Open Molecules 2025 dataset: 2 unconnected molecules or ions with the total composition C3H3NS2 (ωB97M-V/def2-TZVPD).

Output
- Multiplicity: 1
- Frontier orbital gap (alpha / beta): 9.13 / 5.80 eV
- E_LUMO (alpha / beta): -0.0117 / -0.0535 Eh

Each atom is followed by the atoms it is bonded to, with distances in Å.
Geometry (Å):
1 C 0.056 -1.077 -0.857  C2 1.383, N4 1.163
2 C 1.225 -0.999 -0.121  C1 1.383, H7 1.037, H8 1.155
3 C -2.887 -0.089 -0.190  S5 1.556, S6 1.640
4 N -0.881 -1.107 -1.546  C1 1.163
5 S -3.918 -0.994 0.545  C3 1.556
6 S -2.198 1.371 -0.475  C3 1.640, H9 1.326
7 H 1.279 -1.737 0.605  C2 1.037
8 H 1.801 -0.022 -0.343  C2 1.155
9 H -3.083 2.271 -0.067  S6 1.326

***

--- b ---
Entry from the Open Molecules 2025 dataset: a single C3H3NS2 molecule (ωB97M-V/def2-TZVPD).

Output
- Multiplicity: 1
- Frontier orbital gap (alpha / beta): 8.25 / 5.79 eV
- E_LUMO (alpha / beta): -0.0374 / -0.0679 Eh

Each atom is followed by the atoms it is bonded to, with distances in Å.
Geometry (Å):
1 C -0.431 1.120 0.012  C2 1.361, N4 1.323, H7 1.089
2 C -1.661 0.539 -0.053  C1 1.361, S5 1.523
3 C 1.036 -0.729 -0.047  N4 1.345, S6 1.792, H8 1.072, H9 1.105
4 N 0.781 0.590 0.009  C1 1.323, C3 1.345
5 S -3.166 0.310 -0.073  C2 1.523
6 S 0.067 -2.237 -0.070  C3 1.792
7 H -0.285 2.198 0.055  C1 1.089
8 H 1.931 -0.855 -0.624  C3 1.072
9 H 1.727 -0.935 0.790  C3 1.105

***

In order of decreasing stability: a, b.